Record 1
49
Properties=species:S:1:pos:R:3:forces:R:3:lowdin_charge:R:1 method="wB97M-V/def2-TZVPD" e_tot_ev=-49788.348 e_homo_ev=-8.577 spin_multiplicity=1 e_above_lowest_kcal_mol=0.0
C -7.080 -1.061 -1.207 1.0582 0.0217 0.0751 -0.054
O -6.505 -1.386 -2.508 0.3355 0.4958 0.8172 -0.070
C -5.149 -1.286 -2.653 0.6642 -0.1076 0.0261 -0.348
C -4.621 -1.523 -3.927 -0.3170 -0.2511 -0.8337 0.010
C -3.252 -1.544 -4.172 -1.6445 -0.1084 0.3082 -0.023
C -2.446 -1.356 -3.080 1.1048 0.9076 1.4911 -0.223
C -0.950 -1.425 -3.195 0.3800 -0.9456 1.3327 -0.090
N -0.227 -0.556 -2.270 0.1934 1.5140 0.1987 -0.081
N 0.633 -1.014 -1.301 -0.5146 0.1990 -0.7440 0.163
C 1.098 0.028 -0.639 -1.6182 -0.0475 -0.6725 -0.226
C 2.010 -0.187 0.475 -0.2039 0.7849 2.4253 0.063
C 1.796 0.167 1.809 0.2401 -0.5477 -3.0845 -0.164
C 0.577 0.827 2.146 -2.5018 2.5654 0.6683 -0.178
N -0.320 1.540 2.416 2.2175 -2.1435 -0.6557 0.187
C 2.787 0.006 2.869 0.9680 0.5910 1.3013 -0.178
C 2.822 0.841 4.031 0.0971 -0.3149 -0.2256 0.005
C 3.806 0.705 5.015 0.1764 -0.1926 -0.3237 0.005
C 4.828 -0.241 4.835 -0.3255 -0.9854 -1.3848 -0.131
C 5.925 -0.408 5.814 -0.8884 0.9291 1.9635 -0.453
O 5.830 0.157 6.903 0.9747 -1.0185 -1.4395 0.084
O 6.951 -1.237 5.475 -0.7680 0.7568 0.3187 0.105
C 4.774 -1.095 3.707 0.0981 0.9989 0.2356 0.001
C 3.801 -0.940 2.729 0.1081 -0.8312 -0.1889 -0.023
C 0.516 1.243 -1.178 0.8284 -0.5395 0.4869 -0.135
C 0.755 2.583 -0.933 -0.1855 1.0589 -0.0692 -0.015
C 0.127 3.541 -1.731 0.2270 -0.0068 0.5992 -0.093
C -0.743 3.148 -2.785 0.5934 -0.7859 0.6469 -0.646
Cl -1.503 4.378 -3.761 0.1545 -0.3676 0.1947 0.659
C -0.952 1.795 -3.043 0.1630 0.2242 -0.0203 -0.019
C -0.302 0.850 -2.225 -0.0533 -1.0519 -0.2646 -0.145
C -3.006 -1.065 -1.827 -1.0398 -0.7096 -0.9102 -0.052
N -4.340 -1.027 -1.636 -0.0200 -0.0805 0.4558 0.143
H -6.701 -0.114 -0.811 0.1975 -0.1463 -0.2400 0.085
H -8.139 -0.953 -1.321 -0.5065 -0.1622 -0.4769 0.074
H -6.878 -1.837 -0.456 0.1138 0.0554 -0.3670 0.090
H -5.301 -1.734 -4.736 -0.1994 0.0518 -0.0942 0.112
H -2.893 -1.752 -5.179 0.0922 0.0989 0.2892 0.124
H -0.661 -1.250 -4.204 0.4482 0.3864 -0.9072 0.113
H -0.630 -2.451 -2.953 0.0950 0.3252 -0.0214 0.137
H 2.940 -0.628 0.160 0.3169 -0.2024 0.3649 0.112
H 2.118 1.659 4.192 -0.1434 -0.4378 -0.3299 0.114
H 3.778 1.346 5.907 0.1727 -0.3524 -0.5329 0.129
H 7.515 -1.233 6.262 0.1312 -0.1014 -0.0500 0.128
H 5.549 -1.832 3.569 0.0602 -0.0860 0.0453 0.113
H 3.830 -1.621 1.850 -0.1402 0.5971 0.8056 0.125
H 1.433 2.854 -0.112 -0.3724 0.1316 -0.4380 0.125
H 0.308 4.599 -1.497 -0.2301 -0.4959 -0.3688 0.109
H -1.537 1.469 -3.883 -0.3064 0.0441 -0.1626 0.107
H -2.371 -0.978 -0.943 -0.2313 0.2822 -0.2440 0.126



Record 2
51
Properties=species:S:1:pos:R:3:forces:R:3:lowdin_charge:R:1 method="wB97M-V/def2-TZVPD" e_tot_ev=-54836.403 e_homo_ev=-11.152 total_charge=+1 spin_multiplicity=1 e_above_lowest_kcal_mol=0.0
Rh -0.817 0.196 -0.665 -1.5022 -1.8638 -2.3186 1.124
O 3.026 -0.513 -6.648 -0.0025 0.0426 0.0110 -0.030
C 4.008 -0.815 -5.686 0.0331 -0.0239 -0.0005 -0.233
N 3.260 -0.970 -4.455 -0.0226 0.1255 -0.0077 0.092
C 3.884 -1.081 -3.266 0.0036 -0.0113 0.0170 -0.453
O 5.091 -1.087 -3.137 -0.0063 -0.0262 -0.0110 0.105
C 2.997 -1.192 -2.052 0.0027 0.0092 0.0035 -0.084
C 3.462 -1.904 -0.952 -0.0068 0.0212 0.0027 0.048
C 2.677 -1.977 0.184 0.0000 0.0048 -0.0033 0.006
C 1.461 -1.322 0.203 -0.0080 -0.0341 -0.0117 -0.082
N 1.024 -0.618 -0.852 0.3677 0.5046 0.2844 -0.078
C 1.782 -0.546 -1.955 -0.0092 -0.0050 -0.0420 -0.043
H 3.428 -0.506 -7.522 -0.0022 -0.0229 -0.0040 0.102
H 4.734 -0.008 -5.559 0.0000 -0.0118 0.0102 0.135
H 4.544 -1.739 -5.924 -0.0147 0.0062 -0.0126 0.139
H 2.269 -1.109 -4.559 0.0101 -0.0890 -0.0004 0.140
H 4.434 -2.376 -1.007 0.0033 0.0027 -0.0009 0.139
H 3.000 -2.523 1.058 -0.0067 -0.0063 0.0003 0.126
H 0.809 -1.349 1.065 0.0109 0.0177 0.0006 0.119
H 1.408 0.068 -2.763 0.0166 -0.0158 0.0111 0.105
Cl -7.438 -4.462 1.492 -0.0014 -0.0026 -0.0025 0.725
C -6.086 -3.493 1.045 -0.0014 0.0071 -0.0017 -0.649
C -4.804 -3.935 1.351 -0.0032 0.0049 -0.0067 -0.078
C -3.723 -3.156 0.992 0.0160 -0.0104 -0.0193 0.005
C -3.928 -1.942 0.338 0.0215 0.0112 -0.0838 -0.148
C -5.219 -1.508 0.039 0.0069 0.0171 0.0165 0.008
C -6.304 -2.286 0.391 0.0035 -0.0082 -0.0012 -0.076
C -2.787 -1.111 -0.026 0.0847 0.0773 0.1861 -0.514
O -2.922 0.063 -0.506 0.4700 0.1501 0.1713 -0.060
O -1.570 -1.534 0.133 -0.0419 0.4728 0.5728 -0.099
H -4.669 -4.877 1.862 -0.0025 -0.0005 0.0025 0.114
H -2.716 -3.479 1.220 0.0010 -0.0002 0.0016 0.124
H -5.362 -0.562 -0.464 -0.0065 0.0018 0.0008 0.127
H -7.312 -1.970 0.167 -0.0036 0.0004 0.0069 0.114
N 1.722 5.638 7.187 0.0005 -0.0041 -0.0041 0.172
C 1.447 5.019 6.259 0.0405 0.0295 0.0529 -0.176
C 1.100 4.246 5.099 -0.0306 -0.0310 -0.0491 -0.222
C 1.201 4.815 3.832 0.0048 -0.0154 0.0239 -0.013
C 0.849 4.077 2.719 -0.0127 -0.0456 0.0186 -0.018
C 0.393 2.764 2.862 0.0073 0.0898 0.0850 -0.247
C 0.304 2.198 4.135 0.0055 0.0215 -0.0342 -0.018
C 0.656 2.933 5.250 0.0155 0.0276 -0.0059 -0.013
C 0.015 2.004 1.707 -0.0174 -0.1832 -0.2253 -0.081
C -0.310 1.353 0.746 0.1261 0.3341 -0.0054 -0.135
H 1.554 5.832 3.727 -0.0122 0.0068 0.0055 0.125
H 0.922 4.512 1.732 -0.0061 0.0009 -0.0030 0.119
H -0.047 1.181 4.243 -0.0102 0.0017 -0.0035 0.119
H 0.588 2.500 6.238 -0.0116 0.0076 0.0050 0.125
N -0.682 2.224 -3.122 -0.0480 -0.1582 -0.2375 0.233
C -0.718 1.480 -2.248 0.6184 0.5776 1.5959 -0.070
H -0.637 2.849 -3.905 -0.0798 -0.0045 0.0101 0.130



Record 3
49
Properties=species:S:1:pos:R:3:forces:R:3:lowdin_charge:R:1 method="wB97M-V/def2-TZVPD" e_tot_ev=-79468.594 e_homo_ev="-8.468 / -8.494" s2=2.026 spin_multiplicity=3 e_above_lowest_kcal_mol=0.6
V 0.376 0.357 -1.708 0.0050 0.0213 -0.3290 0.636
O -1.029 0.027 -0.248 -0.1084 0.0481 0.1351 -0.107
C -1.348 1.164 0.614 -0.0552 -0.0954 -0.0317 -0.276
C -0.363 2.294 0.214 -0.0762 0.0153 0.0547 -0.544
O -0.335 3.296 0.879 0.0398 0.0310 -0.0142 0.133
O 0.351 2.064 -0.858 -0.0811 -0.0513 -0.0567 -0.145
C -2.751 1.658 0.307 0.0020 0.0181 0.0176 -0.152
C -3.369 1.369 -0.904 0.0126 -0.0157 -0.0077 -0.015
C -4.638 1.867 -1.177 -0.0203 0.0146 0.0084 -0.068
C -5.286 2.668 -0.252 0.0156 -0.0078 -0.0014 -0.081
C -4.658 2.980 0.947 -0.0073 0.0024 -0.0043 -0.061
C -3.398 2.481 1.226 0.0141 0.0011 0.0091 -0.018
C -1.137 0.689 2.039 0.0211 0.0053 0.0264 -0.150
C -2.134 -0.050 2.670 -0.0168 -0.0028 -0.0155 -0.027
C -1.913 -0.609 3.920 0.0102 0.0056 -0.0004 -0.071
C -0.690 -0.432 4.551 0.0017 0.0005 0.0016 -0.082
C 0.308 0.302 3.927 -0.0121 -0.0068 0.0117 -0.063
C 0.087 0.860 2.676 -0.0005 0.0003 -0.0152 -0.007
H -1.793 -0.557 -0.344 0.0308 0.0135 -0.0002 0.133
H -2.866 0.777 -1.660 0.0007 0.0017 -0.0020 0.097
H -5.112 1.632 -2.121 0.0062 -0.0038 -0.0017 0.106
H -6.273 3.057 -0.466 0.0012 0.0009 0.0000 0.104
H -5.151 3.619 1.668 0.0015 -0.0011 0.0001 0.107
H -2.902 2.734 2.154 -0.0036 0.0020 -0.0008 0.130
H -3.095 -0.181 2.187 -0.0011 -0.0025 0.0034 0.123
H -2.697 -1.178 4.402 -0.0026 0.0007 -0.0039 0.105
H -0.517 -0.863 5.528 -0.0002 0.0004 -0.0016 0.103
H 1.263 0.445 4.416 0.0013 0.0028 -0.0051 0.107
H 0.871 1.438 2.204 0.0003 -0.0024 0.0039 0.125
I 2.316 1.140 -3.561 -0.0179 0.0095 -0.0080 1.183
C 3.523 -0.426 -2.872 -0.0263 0.0496 -0.0303 -0.587
C 4.696 -0.660 -3.524 0.0428 -0.0915 0.0714 -0.148
C 5.545 -1.685 -3.055 -0.0145 0.0568 -0.0532 -0.075
C 5.188 -2.410 -1.958 -0.0041 -0.0166 0.0242 -0.031
C 3.970 -2.163 -1.280 -0.0090 -0.0268 0.0314 -0.162
C 3.619 -2.912 -0.130 0.0223 0.0024 -0.0231 -0.029
C 2.450 -2.669 0.523 -0.0368 0.0115 0.0156 -0.066
C 1.564 -1.677 0.042 0.0156 -0.0229 0.0180 -0.096
C 1.836 -0.916 -1.073 0.2130 -0.1177 0.0354 -0.190
C 3.083 -1.154 -1.739 0.0401 -0.0057 -0.0131 -0.231
H 4.981 -0.070 -4.385 0.0026 0.0013 -0.0033 0.093
H 6.476 -1.880 -3.570 -0.0012 -0.0010 0.0016 0.106
H 5.837 -3.193 -1.585 -0.0053 -0.0004 0.0037 0.114
H 4.301 -3.678 0.219 0.0008 0.0023 -0.0043 0.114
H 2.188 -3.239 1.405 -0.0049 0.0048 -0.0012 0.105
H 0.641 -1.528 0.590 -0.0057 0.0091 -0.0063 0.085
O -0.203 -2.773 -3.845 0.0040 -0.0023 0.0007 -0.532
S -1.051 -1.596 -3.927 0.0040 0.0249 -0.0227 0.734
N -0.761 -0.422 -3.068 0.0019 0.1165 0.1827 -0.531